14
Properties=species:S:1:pos:R:3:mulliken_charge:R:1 method="wB97M-V/def2-TZVPD" multiplicity=1 de_lowest_kj_mol=227.1 homo_energy_ha=-0.31746
C 2.884 -0.300 0.613 -0.674
C 1.896 0.576 0.328 0.026
O 1.094 0.426 -0.772 -0.554
H 3.533 -0.174 1.451 0.287
H 2.854 -1.328 0.125 0.193
H 1.778 1.421 0.979 0.340
H 0.076 0.791 -0.753 0.361
N -1.835 -0.901 0.506 -0.483
C -2.301 -0.114 -0.505 0.110
N -1.887 1.058 -0.690 -0.729
H -1.084 -0.370 0.960 0.255
H -1.578 -1.887 0.305 0.264
H -2.956 -0.657 -1.142 0.402
H -2.476 1.460 -1.405 0.204

---

89
Properties=species:S:1:pos:R:3:mulliken_charge:R:1 method="wB97M-V/def2-TZVPD" total_charge=+1 multiplicity=1 de_lowest_kj_mol=5.2 homo_energy_ha=-0.42013
Y 0.410 -0.974 0.481 -0.478
C 1.965 -2.977 0.712 -0.713
C 2.402 -1.978 1.603 -0.585
C 1.477 -1.911 2.669 -0.394
C 0.466 -2.866 2.436 -1.107
C 0.766 -3.526 1.225 -0.339
H 2.495 -3.313 -0.168 0.586
H 3.324 -1.421 1.529 0.581
H 1.588 -1.310 3.558 0.770
H -0.351 -3.103 3.101 0.632
H 0.226 -4.360 0.803 0.707
F -5.023 0.844 -4.516 -0.270
C -4.322 0.106 -3.672 0.541
C -4.259 -1.262 -3.828 0.267
F -4.910 -1.842 -4.826 -0.274
C -3.531 -2.025 -2.930 0.201
F -3.568 -3.346 -3.116 -0.416
C -2.830 -1.459 -1.878 0.306
P -1.843 -2.412 -0.669 1.141
C -3.102 -2.855 0.562 0.404
C -3.027 -2.339 1.850 0.046
C -4.020 -2.605 2.784 -0.892
C -5.102 -3.395 2.427 -0.566
C -5.195 -3.910 1.138 -0.855
C -4.204 -3.639 0.210 -0.346
C -1.335 -3.923 -1.524 0.977
C -0.536 -3.786 -2.657 -0.845
C -0.020 -4.909 -3.285 -0.870
C -0.293 -6.173 -2.779 -0.505
C -1.078 -6.313 -1.644 -0.816
C -1.597 -5.189 -1.011 -0.675
C -2.939 -0.074 -1.732 0.028
Br -2.165 0.846 -0.279 -0.077
C -3.661 0.701 -2.611 0.095
F -3.759 2.018 -2.471 -0.337
H -2.193 -1.714 2.151 0.269
H -3.948 -2.194 3.783 0.480
H -5.879 -3.606 3.150 0.410
H -6.043 -4.520 0.856 0.444
H -4.286 -4.039 -0.795 0.475
H -0.314 -2.802 -3.059 0.475
H 0.598 -4.797 -4.167 0.460
H 0.110 -7.050 -3.268 0.414
H -1.290 -7.297 -1.247 0.440
H -2.206 -5.308 -0.124 0.444
C 1.510 1.931 3.446 -1.208
C 0.286 1.902 2.550 1.370
C -0.257 3.296 2.304 -1.418
C -0.786 0.990 3.122 -1.720
O 0.640 1.310 1.249 1.200
Si 1.726 1.867 0.049 0.161
S 1.517 0.333 -1.368 -0.936
O 3.154 1.841 0.800 -0.264
C 4.421 2.532 0.662 1.620
C 5.307 1.946 1.743 -1.742
C 4.219 4.020 0.874 -1.365
C 4.968 2.232 -0.724 -1.426
O 1.334 3.347 -0.441 0.387
C 0.883 4.061 -1.624 1.836
C 1.941 3.920 -2.702 -1.572
C -0.452 3.495 -2.067 -1.601
C 0.737 5.506 -1.185 -1.724
H 1.207 2.238 4.449 0.514
H 2.262 2.632 3.083 0.078
H 1.973 0.946 3.508 0.126
H -0.627 3.705 3.246 0.533
H -1.084 3.279 1.590 0.159
H 0.511 3.966 1.916 0.205
H -1.080 1.322 4.118 0.558
H -0.407 -0.032 3.231 0.340
H -1.686 0.982 2.502 0.297
H 4.876 2.128 2.729 0.342
H 6.299 2.400 1.712 0.415
H 5.416 0.869 1.603 0.348
H 3.840 4.222 1.879 0.302
H 3.520 4.439 0.150 0.089
H 5.175 4.535 0.767 0.557
H 5.058 1.155 -0.872 0.283
H 5.952 2.685 -0.852 0.501
H 4.311 2.630 -1.502 0.160
H 2.083 2.876 -2.986 0.298
H 2.893 4.328 -2.358 0.314
H 1.638 4.475 -3.592 0.520
H -0.365 2.439 -2.335 0.172
H -0.810 4.044 -2.940 0.670
H -1.197 3.602 -1.274 0.241
H 1.695 5.904 -0.848 0.369
H 0.018 5.589 -0.368 0.361
H 0.383 6.118 -2.017 0.417

---

24
Properties=species:S:1:pos:R:3:mulliken_charge:R:1 method="wB97M-V/def2-TZVPD" multiplicity=1 de_lowest_kj_mol=160.6 homo_energy_ha=-0.30762
C -1.633 -0.397 0.998 -1.666
C -0.045 2.695 -0.337 -0.630
C -0.133 2.317 -1.689 0.963
C -0.734 1.805 0.499 -0.541
C -1.019 0.522 0.020 0.907
C -0.631 1.172 -2.258 -0.560
C -1.108 0.283 -1.309 -0.452
O 0.327 3.296 -2.613 -0.542
H 0.114 3.781 -0.193 0.320
H -0.942 2.081 1.497 0.414
H -0.615 0.980 -3.321 0.287
H 0.163 3.004 -3.496 0.276
H -1.429 -0.314 2.165 0.322
H -1.528 -1.499 0.853 0.392
H -1.455 -0.743 -1.715 0.217
H -2.759 -0.073 1.119 0.305
C 1.945 -2.418 0.491 -0.820
C 1.405 -2.328 1.939 -0.592
H 1.195 -2.825 -0.207 0.251
H 2.112 -1.372 0.168 0.218
H 2.872 -2.972 0.477 0.340
H 1.436 -3.343 2.398 0.306
H 0.310 -1.969 2.021 0.066
H 2.155 -1.681 2.493 0.217

---

34
Properties=species:S:1:pos:R:3:mulliken_charge:R:1 method="wB97M-V/def2-TZVPD" total_charge=-1 multiplicity=1 de_lowest_kj_mol=0.0 homo_energy_ha=-0.09714
N 4.846 3.417 -3.901 -0.693
P 4.400 1.758 -4.293 0.106
O 5.246 0.903 -3.087 -0.515
In 1.888 1.526 -3.787 0.234
H 5.058 3.857 -4.782 0.239
H 4.033 3.867 -3.507 0.256
H 5.429 0.036 -3.462 0.280
H 1.045 3.098 -3.863 -0.325
H 1.736 0.709 -2.230 -0.287
H 1.258 0.508 -5.124 -0.314
C -0.800 3.244 0.447 -1.283
C -0.973 1.865 -0.154 0.740
O -0.504 1.579 -1.231 -0.511
N -1.676 0.943 0.577 -0.071
C -2.285 1.115 1.874 -0.817
H -0.223 3.845 -0.248 0.275
H -1.769 3.721 0.608 0.360
H -0.263 3.189 1.396 0.342
H -1.759 0.042 0.131 0.220
H -1.855 0.406 2.587 0.095
H -3.360 0.927 1.814 0.272
H -2.126 2.122 2.246 0.405
C -1.406 -4.251 0.966 -1.404
C -1.858 -2.925 1.527 0.873
O -2.343 -2.060 0.820 -0.646
N -1.700 -2.720 2.862 -0.097
C -1.141 -3.623 3.849 -0.882
H -1.595 -4.254 -0.101 0.293
H -0.338 -4.395 1.133 0.390
H -1.958 -5.072 1.426 0.383
H -2.020 -1.816 3.170 0.170
H -1.882 -3.840 4.622 0.292
H -0.271 -3.166 4.325 0.293
H -0.835 -4.555 3.389 0.326

---

61
Properties=species:S:1:pos:R:3:mulliken_spin:R:1 method="wB97M-V/def2-TZVPD" multiplicity=2 homo_energy_ha="-0.25919 / -0.24021"
V -0.201 -0.142 -0.271 0.890
C 0.990 -2.154 -2.294 0.020
C 2.333 -2.356 -1.589 -0.004
C 3.438 -1.530 -2.250 0.002
C 2.250 -2.102 -0.113 0.012
C 3.060 -2.640 0.891 -0.001
C 2.527 -2.158 2.071 0.007
N 1.477 -1.391 1.783 0.023
N 1.292 -1.332 0.423 -0.010
B 0.351 -0.829 2.705 -0.038
N -0.997 -1.478 2.249 0.032
C -1.948 -2.142 2.920 0.023
C -3.007 -2.398 2.067 -0.002
C -2.620 -1.814 0.855 0.025
N -1.409 -1.269 0.968 -0.048
C -3.296 -1.687 -0.472 0.005
C -3.510 -3.033 -1.163 0.004
C -2.455 -0.740 -1.322 0.006
N 0.217 0.708 2.504 0.021
C 0.240 1.715 3.379 0.016
C -0.099 2.882 2.723 0.001
C -0.365 2.488 1.405 0.015
N -0.162 1.167 1.265 -0.005
C -0.836 3.339 0.263 0.008
C 0.122 4.508 0.015 0.001
C -2.262 3.835 0.527 0.001
H 1.022 -2.562 -3.306 0.001
H 0.183 -2.661 -1.762 -0.002
H 0.750 -1.091 -2.397 -0.006
H 2.598 -3.409 -1.681 0.001
H 3.245 -0.463 -2.119 0.000
H 4.414 -1.750 -1.812 0.000
H 3.488 -1.741 -3.322 0.001
H 3.907 -3.299 0.767 0.000
H 2.819 -2.320 3.100 0.001
H 0.581 -1.093 3.863 0.000
H -1.801 -2.392 3.960 0.001
H -3.932 -2.910 2.295 0.001
H -4.274 -1.230 -0.307 0.004
H -2.547 -3.523 -1.340 0.000
H -4.118 -3.701 -0.549 0.001
H -4.012 -2.903 -2.126 -0.001
H -1.479 -1.197 -1.562 0.014
H -2.913 -0.521 -2.284 -0.001
H -2.314 0.228 -0.819 -0.015
H 0.509 1.536 4.411 0.001
H -0.156 3.878 3.141 0.001
H -0.849 2.719 -0.629 0.004
H 0.053 5.241 0.828 0.000
H 1.160 4.172 -0.044 -0.001
H -0.132 5.019 -0.918 0.000
H -2.305 4.411 1.455 0.000
H -2.600 4.483 -0.288 0.000
H -2.964 3.003 0.619 0.000
O 0.732 0.933 -1.503 -0.027
N 1.829 1.591 -1.174 -0.014
C 2.411 2.092 -2.186 0.018
C 1.889 1.903 -3.535 0.001
N 1.485 1.757 -4.598 0.006
C 3.621 2.867 -1.951 -0.001
N 4.570 3.482 -1.766 0.007